Entry 1:
{
  "formula": "C3H10NS2",
  "method": "the ωB97M-V functional and the def2-TZVPD basis",
  "spin_multiplicity": 1,
  "orbital_gap_ev": 8.1738,
  "charge": 1,
  "species": ["S", "S", "H", "H", "C", "C", "C", "N", "H", "H", "H", "H", "H", "H", "H", "H"],
  "coordinates": [[1.526, 2.050, 2.654], [0.213, 2.164, 4.254], [1.063, 3.117, 1.987], [-0.637, 1.217, 3.833], [-1.274, 0.873, -1.242], [-0.164, -0.110, -1.213], [-0.289, -1.387, -0.916], [0.916, -2.253, -0.861], [-2.197, 0.440, -0.856], [-0.988, 1.750, -0.669], [-1.451, 1.165, -2.277], [0.808, 0.273, -1.515], [-1.194, -1.917, -0.650], [1.753, -1.714, -1.101], [1.054, -2.624, 0.082], [0.861, -3.042, -1.510]],
  "forces_ev_per_a": [[-0.1417, 0.0580, 0.1662], [0.1984, -0.1193, -0.1335], [0.0125, 0.0024, -0.0799], [-0.0847, 0.0399, 0.0068], [-0.2305, -0.3585, -0.0952], [0.1322, 0.0032, -0.2525], [0.0046, -0.1353, 0.1935], [0.0309, 0.0569, -0.0782], [0.0369, 0.1352, 0.0745], [-0.1090, 0.1141, 0.0223], [0.0207, 0.1970, -0.0184], [0.1122, -0.0295, 0.1630], [0.0388, 0.1130, 0.0245], [-0.0025, -0.0009, -0.0023], [0.0130, -0.0552, -0.0200], [-0.0319, -0.0208, 0.0292]]
}


Entry 2:
{
  "formula": "C3H10NS2",
  "method": "the ωB97M-V functional and the def2-TZVPD basis",
  "spin_multiplicity": 1,
  "orbital_gap_ev": 8.8179,
  "charge": 1,
  "species": ["C", "C", "C", "N", "S", "S", "H", "H", "H", "H", "H", "H", "H", "H", "H", "H"],
  "coordinates": [[1.281, -0.309, 0.139], [0.001, 0.359, 0.514], [-0.716, 0.303, 1.713], [-0.433, 1.182, -0.420], [-2.617, 0.578, 1.517], [-0.243, -1.166, -2.825], [1.296, -1.007, -0.690], [1.987, 0.509, -0.043], [1.672, -0.700, 1.009], [-0.725, -0.655, 2.306], [-0.299, 1.029, 2.452], [-1.231, 1.752, -0.377], [0.140, 0.964, -1.266], [0.791, -1.911, -3.173], [-2.726, -0.439, 0.454], [-0.883, -1.507, -3.846]],
  "forces_ev_per_a": [[0.0489, 1.4086, 0.2147], [-0.0614, 1.6494, -3.8951], [-2.9183, -1.2367, 4.1331], [3.4497, -3.0199, -0.4265], [1.3099, -1.3966, -1.6883], [1.0920, 0.8192, 2.2702], [-0.4007, -0.0426, 0.0768], [-0.0973, -0.0374, -0.4939], [0.8649, -1.6590, 1.7236], [0.7608, 0.7028, -1.0410], [-0.4302, -0.1280, -0.5452], [-1.3592, 0.6834, 0.0296], [-1.2699, 1.4790, 0.1599], [0.4712, -0.2408, -0.0505], [0.1514, 1.6558, 1.8787], [-1.6118, -0.6373, -2.3461]]
}


Entry 3:
{
  "formula": "C3H10NS2",
  "method": "the ωB97M-V functional and the def2-TZVPD basis",
  "spin_multiplicity": 1,
  "smiles": "C[C@H]([NH3+])CSS",
  "orbital_gap_ev": 10.0597,
  "charge": 1,
  "species": ["N", "C", "C", "C", "S", "S", "H", "H", "H", "H", "H", "H", "H", "H", "H", "H"],
  "coordinates": [[0.030, -1.041, 0.832], [-0.560, -0.300, -0.367], [-2.027, 0.069, -0.171], [0.342, 0.893, -0.719], [2.057, 0.364, -1.207], [3.126, -0.002, 0.519], [-0.397, -1.945, 0.999], [-0.074, -0.425, 1.637], [1.047, -1.074, 0.733], [-0.410, -0.988, -1.199], [-2.442, -0.582, 0.601], [-2.503, -0.214, -1.105], [-2.142, 1.097, 0.156], [0.480, 1.558, 0.133], [-0.024, 1.327, -1.645], [3.497, 1.262, 0.801]],
  "forces_ev_per_a": [[-0.0873, 1.5561, -0.1554], [0.7013, 0.0288, -0.7276], [0.7136, -1.0663, 0.3509], [1.0983, -1.2419, 0.7147], [-0.1680, 0.0042, -0.1968], [-0.2267, 0.1984, -0.1333], [-0.0012, -0.1986, 0.0640], [-0.3528, -0.2455, 0.4250], [0.2650, -0.5384, -0.1969], [-0.3239, -0.2401, 0.1415], [-0.2611, 0.0565, -0.0187], [-0.4658, 0.6366, 0.0514], [-0.2210, 0.1162, -0.3054], [-0.4304, 0.5055, -0.3119], [-0.1994, 0.4907, 0.2414], [-0.0406, -0.0622, 0.0572]]
}


Entry 4:
{
  "formula": "C3H10NS2",
  "method": "the ωB97M-V functional and the def2-TZVPD basis",
  "spin_multiplicity": 1,
  "smiles": "C[C@H]([NH3+])CSS",
  "orbital_gap_ev": 9.9068,
  "charge": 1,
  "species": ["N", "C", "C", "C", "S", "S", "H", "H", "H", "H", "H", "H", "H", "H", "H", "H"],
  "coordinates": [[-0.466, -0.807, 1.778], [-1.495, -0.051, 0.914], [-2.383, 0.775, 1.816], [-0.699, 0.732, -0.094], [0.181, -0.345, -1.271], [2.155, -0.065, -0.787], [-0.937, -1.476, 2.393], [0.123, -0.190, 2.344], [0.137, -1.344, 1.138], [-2.059, -0.888, 0.498], [-3.376, 0.895, 1.376], [-1.995, 1.781, 1.931], [-2.494, 0.359, 2.809], [0.006, 1.392, 0.419], [-1.376, 1.363, -0.678], [2.373, 1.008, -1.564]],
  "forces_ev_per_a": [[-0.1335, -0.2636, -0.1518], [0.2074, -0.7355, 0.8941], [-0.2377, 0.5817, -0.2320], [-0.2890, 0.2522, -0.4700], [0.1671, -0.0629, 0.1010], [-0.0462, 0.0029, -0.0186], [0.1076, 0.1716, 0.0098], [-0.0903, 0.0125, -0.0846], [0.0384, 0.1295, 0.0426], [0.0004, 0.2163, -0.3988], [0.1195, -0.1707, 0.0382], [0.2156, 0.1903, 0.0914], [-0.1447, -0.2565, 0.1640], [0.0015, -0.0295, -0.1367], [0.0221, -0.0461, 0.1364], [0.0619, 0.0076, 0.0149]]
}


Entry 5:
{
  "formula": "C3H10NS2",
  "method": "the ωB97M-V functional and the def2-TZVPD basis",
  "spin_multiplicity": 2,
  "orbital_gap_ev": [11.5520, 6.7666],
  "charge": 2,
  "s_squared": 0.75,
  "species": ["N", "C", "C", "C", "S", "S", "H", "H", "H", "H", "H", "H", "H", "H", "H", "H"],
  "coordinates": [[0.356, 1.287, 0.544], [-0.040, 0.081, -0.369], [-0.966, 0.624, -1.464], [-0.771, -1.011, 0.488], [0.334, -2.256, 1.364], [2.029, -1.421, 1.740], [0.673, 2.031, -0.085], [-0.472, 1.567, 1.068], [1.180, 1.095, 1.125], [0.869, -0.348, -0.765], [-1.507, -0.187, -1.955], [-1.686, 1.384, -1.183], [-0.315, 1.093, -2.217], [-1.397, -0.461, 1.209], [-1.251, -1.625, -0.278], [2.964, -1.853, 0.778]],
  "forces_ev_per_a": [[0.5359, -1.0456, -1.3720], [-0.7931, 0.0000, 1.3183], [0.8980, -0.0989, -0.7011], [1.2838, 1.6565, -0.0063], [-1.4420, -1.0320, -1.4069], [1.9642, 1.6131, -0.1463], [-0.3814, 0.3478, 0.0903], [0.2064, 0.4341, 0.2571], [-0.4473, -0.0943, 0.3652], [0.3290, 0.2362, -0.2819], [0.1069, 0.0639, 0.0090], [-0.1705, -0.0231, 0.5710], [-0.2763, -0.1544, 0.0141], [-0.4092, -0.9467, -0.2161], [-0.5494, -0.3387, 0.6742], [-0.8549, -0.6180, 0.8316]]
}


Entry 6:
{
  "formula": "C3H10NS3",
  "method": "the ωB97M-V functional and the def2-TZVPD basis",
  "spin_multiplicity": 1,
  "orbital_gap_ev": 8.3036,
  "charge": 1,
  "species": ["C", "C", "C", "N", "S", "S", "S", "H", "H", "H", "H", "H", "H", "H", "H", "H", "H"],
  "coordinates": [[2.498, 0.021, -0.497], [1.318, 0.040, 0.377], [0.213, -0.286, -0.568], [-1.814, 0.028, 0.252], [-2.012, 1.539, 1.285], [-2.113, -1.435, 1.205], [-2.366, -0.069, -1.291], [3.399, 0.235, 0.027], [2.572, -0.882, -1.015], [2.409, 0.818, -1.251], [1.058, 1.007, 0.904], [1.335, -0.715, 1.226], [0.112, 0.350, -1.402], [-0.087, -1.321, -0.564], [-1.675, 2.322, 0.262], [-1.181, -1.286, 2.061], [-3.666, -0.367, -1.012]],
  "forces_ev_per_a": [[0.6791, 2.1265, -1.0058], [-3.0775, -0.0995, 2.7785], [-0.3637, -0.4546, 2.8716], [2.9977, 0.2778, 2.2389], [-0.0351, -1.2971, -0.7670], [-1.7822, -0.0978, -1.6420], [-1.9691, -0.0764, -1.7447], [0.7286, -0.0929, 0.5639], [0.4069, -1.5862, -0.7588], [0.0892, -0.1963, 0.1017], [0.6807, -0.5630, -0.8192], [0.1864, 0.6705, -1.1489], [-0.3332, 0.5248, -1.0280], [-0.1012, -0.1806, -0.7017], [0.0550, 0.3021, -0.1598], [1.6416, 0.5081, 1.4035], [0.1969, 0.2346, -0.1823]]
}


Entry 7:
{
  "formula": "C3H10NaS2Si",
  "method": "the ωB97M-V functional and the def2-TZVPD basis",
  "spin_multiplicity": 1,
  "orbital_gap_ev": 8.2522,
  "charge": 1,
  "species": ["S", "C", "C", "C", "Si", "S", "H", "H", "H", "H", "H", "H", "H", "H", "H", "H", "Na"],
  "coordinates": [[-0.737, 2.286, -1.981], [-0.929, 0.813, -0.945], [0.098, -0.287, -1.275], [1.123, -0.569, -0.180], [0.554, -1.082, 1.532], [0.727, 0.397, 3.034], [-0.174, 3.037, -1.043], [-1.953, 0.481, -1.140], [-0.864, 1.141, 0.089], [-0.391, -1.205, -1.600], [0.640, 0.030, -2.161], [1.746, 0.314, -0.041], [1.788, -1.359, -0.529], [-0.898, -1.412, 1.456], [1.279, -2.245, 2.047], [-0.125, 1.258, 2.483], [-1.883, -1.597, 0.254]],
  "forces_ev_per_a": [[-0.1428, 0.1307, -0.1646], [0.0144, -0.1275, -0.2211], [0.0811, 0.1990, -0.0028], [-0.0565, -0.2347, 0.0502], [0.6971, 0.5764, 0.4793], [0.1956, -0.1667, 0.2612], [0.1715, 0.2429, 0.1365], [-0.1085, -0.0176, 0.0591], [-0.0631, -0.0506, 0.1707], [-0.2026, -0.3330, -0.0169], [0.0140, -0.0365, -0.1441], [0.1088, 0.1113, 0.0547], [0.1556, -0.0192, -0.0248], [1.6606, 0.0865, 1.9174], [-0.0908, -0.1652, -0.0319], [-0.1755, 0.2095, -0.1704], [-2.2589, -0.4054, -2.3524]]
}


Entry 8:
{
  "formula": "C3H10O",
  "method": "the ωB97M-V functional and the def2-TZVPD basis",
  "spin_multiplicity": 1,
  "smiles": "CCO.C",
  "orbital_gap_ev": 11.2735,
  "charge": 0,
  "species": ["C", "H", "H", "H", "H", "C", "O", "C", "H", "H", "H", "H", "H", "H"],
  "coordinates": [[-0.246, 3.318, -2.119], [-1.011, 4.129, -1.724], [0.421, 3.618, -2.869], [-0.619, 2.329, -2.572], [0.056, 2.961, -1.199], [0.578, -0.960, 0.489], [-0.592, -1.700, -0.186], [0.352, -1.072, 1.953], [1.373, -1.622, 0.121], [0.674, 0.119, 0.172], [-0.995, -2.306, 0.398], [0.663, -2.008, 2.555], [0.847, -0.365, 2.599], [-0.778, -0.975, 2.069]],
  "forces_ev_per_a": [[-3.8321, -0.5807, -0.2319], [1.0583, -1.7053, -1.8087], [1.4112, 1.0570, -0.2654], [-0.6728, 1.7228, 0.5394], [2.0344, -0.5011, 1.7719], [-1.0707, -2.2212, -1.2248], [1.8250, 2.9183, -1.0948], [-1.2846, -1.2418, 2.4980], [0.4641, 0.9900, 0.2363], [-0.4823, -1.4193, -0.0957], [-0.3460, -0.8519, 1.3675], [-0.5518, 0.7148, -1.7812], [0.0333, 0.9858, -0.2477], [1.4141, 0.1327, 0.3371]]
}